Molecular formula: C24H46Cl2F6N9O4PS4SbTl
Method: DFT, ωB97M-V/def2-TZVPD

The geometry in XYZ format:
```
98
Properties=species:S:1:pos:R:3
Tl -0.733 2.005 -0.237
Sb 0.891 5.955 1.228
Cl 1.503 4.721 -4.375
Cl -0.716 3.240 -3.154
S -6.863 -2.011 -3.324
S -1.383 0.475 2.385
S -0.379 -3.838 -1.126
S 1.269 -1.380 0.446
P 1.275 -2.771 -1.001
F 1.966 7.296 1.995
F 1.058 4.859 2.791
F -0.159 4.557 0.440
F 2.460 5.045 0.650
F 0.767 6.857 -0.422
F -0.666 6.728 1.921
O 2.606 2.348 -0.008
O 2.588 -3.709 -0.859
O 1.544 -2.193 -2.461
O 1.736 1.930 -0.995
N -4.693 -3.404 -3.808
N -3.727 0.428 1.166
N -3.003 3.054 0.159
N -2.902 -1.633 1.740
N -4.534 7.445 0.004
N -2.446 0.528 -1.738
N 2.456 1.482 1.102
N 1.387 1.982 1.870
N -4.097 5.093 -0.602
C 4.834 0.959 0.750
C -5.233 -2.273 -3.336
C 3.074 -4.435 0.292
C 3.797 1.312 1.812
C -3.476 4.092 -0.161
C 2.766 -1.732 -3.086
C 3.692 -0.978 -2.147
C -4.259 -1.290 -2.784
C -4.999 -0.081 0.681
C -2.222 -0.780 -1.648
C -5.995 -0.352 1.808
C 0.681 4.312 -2.861
C 3.621 0.152 2.787
C -2.750 -0.298 1.702
C -1.856 -2.592 2.111
C 4.142 2.616 2.520
C -3.097 -1.725 -2.155
C -4.283 6.338 -0.231
C -3.567 0.953 -2.329
C -4.500 0.080 -2.859
C 3.996 -3.556 1.128
C 1.978 -5.053 1.145
C -1.886 -2.928 3.598
C 3.476 -2.904 -3.741
H 1.329 -5.691 0.549
H 4.932 1.757 0.019
H -3.696 -3.540 -3.831
H 5.797 0.810 1.239
H -2.855 -2.773 -2.025
H -5.404 0.445 -3.327
H 2.402 -1.058 -3.861
H 4.071 3.464 1.837
H -6.165 0.560 2.381
H -3.722 -2.011 1.295
H 3.899 -3.566 -2.985
H 3.185 -0.717 2.288
H -4.855 -0.985 0.079
H -2.853 -3.347 3.889
H 4.286 -2.524 -4.368
H 1.370 3.777 -2.228
H -5.624 -1.117 2.492
H 4.535 -4.175 1.850
H -1.106 -3.656 3.833
H 4.555 0.037 0.231
H 1.581 2.933 2.188
H 4.605 -0.709 -2.684
H -5.402 0.678 0.013
H 1.364 -4.273 1.598
H 2.150 0.557 0.700
H 2.790 -3.481 -4.362
H 5.165 2.552 2.893
H 3.958 -1.616 -1.303
H -1.709 -2.025 4.183
H 3.669 -5.234 -0.153
H -1.305 -1.096 -1.156
H 4.725 -3.051 0.491
H 3.217 -0.071 -1.783
H -5.300 -4.112 -4.180
H -6.945 -0.687 1.387
H 2.985 0.424 3.633
H 1.140 1.348 2.620
H 3.415 -2.807 1.664
H 0.319 5.224 -2.404
H 2.442 -5.649 1.936
H -3.557 1.422 1.036
H 4.599 -0.130 3.177
H -2.004 -3.484 1.505
H -3.715 2.027 -2.359
H -0.895 -2.163 1.847
H 3.487 2.803 3.371
```

Values from the calculation:
Multiplicity: 2
Energy, Eh: -5602.49444
Orbital gap (alpha / beta), eV: 6.96 / 5.44
Total charge: -1
⟨S²⟩: 0.76